No. 1
# C14H33BF2SiTeTl

A structure of composition C14H33BF2SiTeTl in a non-equilibrium geometry (ωB97M-V/def2-TZVPD, OMol25).

- LUMO: 2.379 eV
- HOMO-LUMO gap: 0.14270 Eh

Structure (ORCA input):
```
! wB97M-V def2-TZVPD RIJCOSX def2/J DEFGRID3
* xyz -1 1
Tl -1.92 -0.89 -0.51
F -3.48 -4.02 -0.85
B -3.22 -3.01 -0.02
F -3.55 -3.13 1.26
C -3.94 2.63 -1.53
Te -3.75 2.04 0.57
C -4.94 3.61 1.41
H -4.92 3.12 -1.61
H -3.88 1.77 -2.22
H -3.19 3.36 -1.77
H -5.63 3.95 0.64
H -4.23 4.39 1.64
H -5.43 3.31 2.34
C 0.58 -0.52 -2.97
C 1.39 0.09 -1.76
C 2.92 -0.21 -1.93
C 1.14 1.63 -1.89
Si 0.63 -0.48 -0.06
C 0.97 0.82 1.35
C 0.67 0.17 2.75
C -0.08 1.99 1.23
C 2.42 1.34 1.37
C 1.21 -2.25 0.41
C 2.69 -2.22 0.91
C 1.06 -3.16 -0.86
C 0.32 -2.89 1.54
H 1.04 -0.09 -3.86
H -0.46 -0.17 -2.99
H 0.64 -1.64 -3.04
H 3.24 0.17 -2.88
H 3.15 -1.29 -1.94
H 3.53 0.29 -1.19
H 1.53 1.92 -2.88
H 1.66 2.25 -1.15
H 0.06 1.88 -1.90
H -0.40 -0.12 2.86
H 0.83 0.98 3.48
H 1.32 -0.68 2.95
H -1.12 1.61 1.39
H -0.03 2.52 0.28
H 0.11 2.70 2.02
H 3.13 0.58 1.77
H 2.43 2.14 2.13
H 2.81 1.68 0.42
H 3.39 -1.65 0.28
H 3.06 -3.28 0.93
H 2.75 -1.84 1.94
H 1.78 -2.89 -1.65
H 0.06 -3.04 -1.32
H 1.22 -4.21 -0.56
H 0.98 -3.47 2.19
H -0.36 -3.63 1.10
H -0.20 -2.17 2.14
*
```



No. 2
# C25H45N2O5PSTa

A structure of composition C25H45N2O5PSTa in a non-equilibrium geometry (ωB97M-V/def2-TZVPD, OMol25).

- LUMO: 1.759 eV
- HOMO-LUMO gap: 0.26430 Eh

Structure (ORCA input):
```
! wB97M-V def2-TZVPD RIJCOSX def2/J DEFGRID3
* xyz -1 1
C 7.81 0.82 3.00
C 7.60 1.28 1.47
C 8.81 2.30 1.22
C 6.19 1.98 1.45
C 7.70 -0.05 0.63
C 7.29 0.01 -0.89
C 8.23 -1.06 -1.65
C 7.52 1.38 -1.64
C 5.82 -0.51 -1.18
C 5.30 -1.78 -0.63
C 3.96 -2.30 -0.93
C 3.04 -1.57 -1.83
O 1.78 -2.03 -2.18
C 0.89 -1.71 -1.07
C -0.42 -2.58 -1.08
O -1.46 -2.06 -1.91
C -2.42 -1.30 -1.15
C -3.45 -2.19 -0.33
Ta -5.53 -1.16 -0.09
C -4.80 0.04 1.72
C -5.31 -0.45 3.14
C -6.82 -0.05 3.45
O -7.08 1.34 3.25
C -7.61 -0.18 -0.13
C -7.69 1.14 -1.04
S -9.13 2.10 -0.38
C -9.63 3.36 -1.57
N -9.68 4.63 -1.11
N -10.11 5.42 -2.13
C -10.30 4.61 -3.18
O -10.02 3.27 -2.90
P -6.37 -3.18 1.35
O -7.86 -3.05 1.76
C 3.53 -0.31 -2.38
C 4.88 0.21 -2.07
H 8.84 0.36 3.01
H 7.89 1.72 3.67
H 7.04 0.08 3.33
H 8.46 2.99 0.39
H 9.68 1.74 0.78
H 9.07 2.89 2.13
H 5.89 2.42 0.47
H 5.42 1.28 1.89
H 6.26 2.83 2.20
H 8.75 -0.44 0.70
H 7.05 -0.81 1.15
H 9.28 -0.80 -1.34
H 7.96 -2.06 -1.20
H 8.05 -1.01 -2.75
H 6.78 2.18 -1.43
H 7.44 1.16 -2.74
H 8.57 1.74 -1.46
H 5.96 -2.38 0.04
H 3.58 -3.27 -0.53
H 1.45 -1.93 -0.12
H 0.62 -0.62 -1.06
H -0.12 -3.61 -1.45
H -0.78 -2.72 -0.02
H -1.96 -0.52 -0.48
H -3.03 -0.73 -1.91
H -2.99 -2.40 0.68
H -3.61 -3.13 -0.92
H -6.04 -2.15 -1.61
H -4.88 0.17 -1.20
H -3.66 -0.05 1.74
H -5.04 1.12 1.55
H -4.70 0.14 3.91
H -5.12 -1.53 3.37
H -6.97 -0.28 4.55
H -7.56 -0.68 2.89
H -6.95 1.56 2.31
H -7.96 0.14 0.89
H -8.35 -0.93 -0.51
H -7.79 0.84 -2.11
H -6.71 1.70 -0.95
H -10.67 5.05 -4.12
H -6.34 -4.33 0.47
H -5.52 -3.53 2.44
H 2.87 0.26 -3.08
H 5.14 1.18 -2.56
*
```



No. 3
# C34H28N4NdO3PS3

A structure of composition C34H28N4NdO3PS3 in a non-equilibrium geometry (ωB97M-V/def2-TZVPD, OMol25).

- ⟨S²⟩: 3.75
- LUMO (alpha / beta): 0.146 / 0.172 eV
- HOMO-LUMO gap (alpha / beta): 0.29436 / 0.29666 Eh
- Energy above the lowest of the compared OMol25 structures with the same formula, charge and spin: 3.4 kcal per mole

Structure (ORCA input):
```
! wB97M-V def2-TZVPD RIJCOSX def2/J DEFGRID3
* xyz 0 4
Nd 0.51 -0.55 -0.94
C 4.93 0.01 -0.87
O 5.30 -1.35 -0.61
C 4.54 -2.04 0.29
C 5.20 -2.71 1.31
C 4.52 -3.48 2.24
C 3.14 -3.55 2.16
C 2.44 -2.89 1.14
C 0.98 -2.98 1.23
N 0.12 -2.46 0.43
N -1.24 -2.62 0.84
C -1.94 -1.58 0.54
O -1.53 -0.50 -0.07
C -3.38 -1.56 0.96
C -4.18 -0.51 0.51
C -5.53 -0.47 0.84
C -6.08 -1.47 1.64
C -5.27 -2.50 2.10
C -3.93 -2.55 1.76
C 3.14 -2.14 0.17
O 2.51 -1.56 -0.84
H 5.85 0.53 -1.13
H 4.50 0.47 0.02
H 4.22 0.07 -1.69
H 6.28 -2.62 1.35
H 5.05 -4.00 3.02
H 2.58 -4.12 2.89
H 0.57 -3.50 2.09
H -3.74 0.25 -0.11
H -6.15 0.35 0.50
H -7.12 -1.43 1.91
H -5.70 -3.28 2.73
H -3.30 -3.35 2.11
S 1.37 1.04 1.22
P 0.74 2.57 0.07
S 0.30 2.11 -1.86
C 1.98 3.88 0.05
C 1.66 5.08 -0.59
C 2.57 6.11 -0.64
C 3.83 5.96 -0.05
C 4.15 4.77 0.58
C 3.23 3.73 0.64
C -0.73 3.29 0.84
C -0.66 3.74 2.16
C -1.78 4.27 2.78
C -2.98 4.35 2.09
C -3.06 3.91 0.77
C -1.93 3.39 0.15
H 0.68 5.21 -1.05
H 2.32 7.04 -1.13
H 4.54 6.76 -0.09
H 5.13 4.65 1.04
H 3.47 2.80 1.14
H 0.26 3.66 2.72
H -1.72 4.60 3.80
H -3.86 4.76 2.57
H -3.99 3.97 0.23
H -1.99 3.03 -0.87
N 2.12 -3.65 -2.72
C 0.80 -3.41 -2.75
N 0.29 -2.21 -2.86
C -1.11 -2.28 -2.91
C -1.96 -1.19 -3.07
C -3.32 -1.40 -3.05
C -3.85 -2.68 -2.88
C -3.02 -3.78 -2.74
C -1.65 -3.56 -2.76
S -0.35 -4.71 -2.64
H 2.67 -2.86 -2.38
H 2.44 -4.56 -2.45
H -1.55 -0.19 -3.24
H -3.99 -0.56 -3.17
H -4.92 -2.81 -2.85
H -3.43 -4.77 -2.61
*
```



No. 4
# C3H7NO2

A cluster of 2 separate species, C3H7NO2 in total (ωB97M-V/def2-TZVPD, OMol25).

- LUMO: 0.579 eV
- HOMO-LUMO gap: 0.33121 Eh
- Energy above the lowest of the compared OMol25 structures with the same formula, charge and spin: 122.2 kcal per mole

Structure (ORCA input):
```
! wB97M-V def2-TZVPD RIJCOSX def2/J DEFGRID3
* xyz 0 1
C 0.05 0.77 -1.09
C -0.61 -0.30 0.75
N -0.20 0.42 1.77
C -0.55 -1.57 0.28
O 1.41 1.01 -0.74
O -0.45 -1.84 -0.97
H 1.93 0.26 -1.04
H -0.24 -0.50 -1.18
H 0.79 0.60 1.89
H -0.81 1.12 2.17
H -0.55 1.58 -0.68
H -0.09 0.84 -2.18
H -0.67 -2.37 1.01
*
```



No. 5
# C8H18Cl12NO5P

A cluster of 7 separate species, C8H18Cl12NO5P in total (ωB97M-V/def2-TZVPD, OMol25).

- LUMO: -0.620 eV
- HOMO-LUMO gap: 0.37356 Eh
- Structure (SMILES): NC(=O)OCP(=O)(O)O.ClCCl.ClCCl.ClCCl.ClCCl.ClCCl.ClCCl

Structure (ORCA input):
```
! wB97M-V def2-TZVPD RIJCOSX def2/J DEFGRID3
* xyz 0 1
N -2.03 0.12 5.59
C -2.82 -1.06 5.52
O -3.40 -1.51 6.45
O -2.97 -1.67 4.30
C -2.01 -1.56 3.27
P -2.55 -0.43 1.93
O -3.71 -0.92 1.22
O -1.26 -0.32 0.98
O -2.78 1.03 2.54
H -1.16 0.08 5.09
H -2.56 0.95 5.36
H -1.98 -2.53 2.76
H -1.00 -1.36 3.63
H -0.41 -0.21 1.44
H -1.98 1.39 2.94
C -1.98 -5.74 1.65
Cl -1.03 -4.25 1.51
Cl -0.98 -7.18 1.47
H -2.45 -5.76 2.63
H -2.73 -5.73 0.86
C 0.54 1.34 -1.56
Cl 1.32 1.89 -3.04
Cl 1.72 0.83 -0.34
H -0.04 2.15 -1.16
H -0.08 0.48 -1.79
C 3.89 1.85 -5.52
Cl 2.78 3.14 -6.02
Cl 4.74 1.12 -6.89
H 4.63 2.27 -4.85
H 3.31 1.08 -5.03
C 1.53 -2.92 -2.12
Cl 1.53 -1.77 -3.47
Cl 0.52 -2.36 -0.78
H 1.14 -3.86 -2.47
H 2.55 -3.03 -1.76
C 7.74 3.54 -4.24
Cl 6.92 2.00 -3.91
Cl 8.31 3.64 -5.90
H 7.04 4.34 -4.06
H 8.59 3.61 -3.57
C -5.26 3.34 1.46
Cl -5.13 4.25 -0.05
Cl -6.28 4.16 2.65
H -5.69 2.37 1.25
H -4.27 3.23 1.88
*
```



Summary of energy in eV
-41030.216 -61539.762 -104893.051 -8805.230 -179875.488
(order as listed above)